1.
Molecular formula: C24H28N5O3
Method: DFT, the ωB97M-V functional and the def2-TZVPD basis

Output
Charge: +1
E_LUMO (eV): -5.3686
2S+1: 1
Kohn-Sham gap (eV): 4.60

Last column: natural (NBO) charge in e.
Positions of all 60 atoms, in Å:
O -0.35 -4.24 0.57  -0.47
C -1.16 -3.73 -0.15  0.41
C -1.45 -2.21 -0.14  -0.33
N -0.25 -1.45 0.26  -0.26
C -0.40 -0.48 1.17  0.11
C 0.66 0.24 1.62  -0.22
C 1.91 -0.07 1.10  -0.04
C 3.09 0.74 1.65  0.76
O 3.90 1.27 0.94  -0.46
O 3.15 0.78 3.02  -0.67
C 2.07 -1.05 0.14  -0.20
C 0.95 -1.72 -0.25  0.11
H -1.77 -4.35 -0.84  0.17
H -2.18 -2.07 0.67  0.26
H -1.90 -1.85 -1.07  0.26
H -1.40 -0.28 1.55  0.25
H 0.51 1.03 2.35  0.28
H 2.83 -0.09 3.31  0.50
H 3.05 -1.28 -0.24  0.28
H 1.06 -2.49 -1.01  0.26
N 1.39 -1.46 -4.06  -0.52
C 1.81 -1.81 -5.32  -0.07
C 0.70 -1.94 -6.11  -0.30
C -0.43 -1.66 -5.31  -0.28
C 0.02 -1.36 -4.05  -0.11
H 1.99 -1.30 -3.28  0.40
H 2.86 -1.93 -5.54  0.22
H 0.71 -2.21 -7.15  0.24
H -1.46 -1.67 -5.62  0.23
H -0.51 -1.09 -3.15  0.18
N 4.22 3.01 4.58  -0.51
C 2.98 3.56 4.79  -0.10
C 3.13 4.65 5.60  -0.29
C 4.52 4.77 5.89  -0.30
C 5.16 3.74 5.25  -0.07
H 4.40 2.19 4.03  0.41
H 2.10 3.12 4.34  0.19
H 2.34 5.30 5.94  0.22
H 4.99 5.53 6.49  0.23
H 6.20 3.47 5.21  0.21
N 0.05 2.15 -4.97  -0.51
C -0.90 2.64 -5.83  -0.07
C -1.55 3.67 -5.21  -0.31
C -0.97 3.81 -3.92  -0.29
C 0.01 2.86 -3.80  -0.10
H 0.67 1.39 -5.17  0.41
H -1.02 2.21 -6.81  0.22
H -2.35 4.25 -5.63  0.23
H -1.24 4.53 -3.16  0.22
H 0.69 2.64 -3.00  0.20
N -4.30 -3.48 2.74  -0.52
C -4.84 -3.47 4.00  -0.07
C -6.01 -2.77 3.95  -0.30
C -6.20 -2.34 2.60  -0.28
C -5.13 -2.80 1.88  -0.11
H -3.44 -3.92 2.49  0.40
H -4.34 -3.95 4.82  0.22
H -6.67 -2.58 4.78  0.23
H -7.02 -1.77 2.21  0.23
H -4.88 -2.69 0.84  0.19


2.
Molecular formula: C16H23ClN6O
Method: DFT, the ωB97M-V functional and the def2-TZVPD basis

Output
Charge: 0
Structure (SMILES): CC(C)N(C)Cc1nnnn1CC(=O)N(C)Cc1cccc(Cl)c1
E_LUMO (eV): 0.5122
2S+1: 1
Kohn-Sham gap (eV): 9.79

Last column: natural (NBO) charge in e.
Positions of all 47 atoms, in Å:
C 3.98 1.79 1.62  -0.64
C 2.63 2.00 0.92  -0.03
C 1.49 1.52 1.82  -0.61
N 2.53 1.40 -0.41  -0.46
C 3.20 2.16 -1.44  -0.41
C 2.91 0.00 -0.47  -0.28
C 2.31 -0.68 -1.65  0.33
N 2.85 -1.70 -2.29  -0.31
N 1.99 -2.05 -3.23  -0.06
N 0.96 -1.32 -3.22  -0.07
N 1.11 -0.43 -2.22  -0.20
C 0.13 0.58 -1.95  -0.34
C -1.30 0.03 -1.87  0.69
O -2.19 0.55 -2.51  -0.62
N -1.52 -1.03 -1.06  -0.44
C -0.54 -1.63 -0.18  -0.41
C -2.84 -1.64 -1.04  -0.27
C -3.53 -1.40 0.27  0.07
C -4.03 -2.45 1.03  -0.25
C -4.66 -2.21 2.24  -0.19
C -4.78 -0.92 2.72  -0.24
C -4.28 0.13 1.96  -0.02
Cl -4.42 1.75 2.55  0.01
C -3.66 -0.10 0.75  -0.27
H 4.12 0.75 1.89  0.20
H 4.02 2.39 2.53  0.22
H 4.80 2.10 0.98  0.21
H 2.49 3.08 0.76  0.20
H 1.59 0.47 2.08  0.20
H 1.48 2.10 2.74  0.22
H 0.53 1.66 1.32  0.21
H 2.80 3.18 -1.45  0.21
H 3.00 1.71 -2.41  0.20
H 4.29 2.21 -1.31  0.18
H 2.56 -0.51 0.43  0.23
H 4.00 -0.15 -0.53  0.21
H 0.12 1.31 -2.76  0.25
H 0.41 1.09 -1.02  0.27
H 0.15 -0.88 0.20  0.20
H 0.02 -2.42 -0.69  0.21
H -1.06 -2.07 0.67  0.22
H -3.41 -1.17 -1.85  0.26
H -2.74 -2.71 -1.24  0.20
H -3.94 -3.47 0.67  0.21
H -5.05 -3.03 2.82  0.22
H -5.26 -0.72 3.67  0.23
H -3.29 0.73 0.16  0.24


3.
Molecular formula: C4H12NO2
Method: DFT, the ωB97M-V functional and the def2-TZVPD basis

Output
Charge: +1
E_LUMO (eV): -3.5096
2S+1: 1
Kohn-Sham gap (eV): 11.09

Last column: natural (NBO) charge in e.
Positions of all 19 atoms, in Å:
O -1.86 1.93 0.22  -0.48
C -1.32 1.42 1.15  0.45
C -0.42 0.11 0.95  -0.18
C 1.07 0.46 1.28  -0.43
C 1.87 1.62 0.63  -0.63
N -0.51 -0.26 -0.44  -0.72
H -1.54 1.68 2.15  0.16
H -0.78 -0.64 1.64  0.25
H 1.76 -0.47 1.29  0.24
H 1.07 0.75 2.37  0.24
H 2.06 1.40 -0.41  0.21
H 1.36 2.57 0.83  0.22
H 2.74 1.82 1.23  0.25
H 0.28 -0.58 -1.10  0.47
H -0.83 0.60 -1.00  0.47
H -1.17 -1.09 -0.50  0.47
H -1.21 -3.57 -4.23  0.49
H -1.29 -4.34 -2.91  0.48
O -1.27 -3.38 -3.18  -0.96